(1)
Below is a single C12H11NO molecule in a non-equilibrium geometry, with properties calculated with ωB97M-V/def2-TZVPD.

```
25
Properties=species:S:1:pos:R:3:forces:R:3
O 0.39329 -2.03748 2.17738 -0.51 -1.30 1.11
N 1.16210 -1.22736 1.79651 0.16 -1.33 -0.25
C 1.36698 0.05920 2.52774 0.11 2.16 1.54
C 2.64451 0.57970 1.96723 0.59 0.25 -0.77
C 2.83620 0.68422 0.63310 0.63 0.79 1.59
C 1.74856 0.30761 -0.29792 0.16 -0.73 -0.70
C 0.41054 0.20407 0.43917 -1.45 2.45 1.48
C -0.75885 -0.13056 -0.37912 0.58 0.83 -0.55
C -2.02385 0.37093 -0.13254 0.17 -0.10 0.58
C -3.06334 -0.12578 -0.84729 -2.67 -0.28 -0.58
C -2.93711 -0.85221 -2.00672 3.40 -0.69 -0.68
C -1.62705 -1.24651 -2.36138 0.51 1.23 1.83
C -0.53614 -0.91171 -1.49989 -3.97 0.14 -0.23
C 0.20229 0.63195 1.80737 -0.43 -1.15 -1.89
H 1.34577 0.15524 3.66261 -0.22 -0.74 -1.43
H 3.35201 0.78940 2.75305 0.65 0.29 -0.43
H 3.78546 1.04513 0.20232 -0.52 -0.23 0.40
H 1.70149 0.91015 -1.27467 -0.14 -0.48 1.60
H 2.08244 -0.70590 -0.63205 -0.58 0.53 0.00
H -2.20374 1.16435 0.56991 0.02 -0.17 0.60
H -4.10938 -0.04445 -0.56403 0.14 1.04 0.33
H -3.70161 -1.02968 -2.72053 -0.94 -0.32 0.00
H -1.41424 -1.73555 -3.26870 0.07 -0.69 -0.95
H 0.42612 -1.23260 -1.58115 2.28 -1.17 -1.06
H -0.82149 0.67180 2.36695 1.96 -0.35 -1.54
```
Forces are in eV/Å.

Computed properties:
frontier orbital gap	8.69	eV
ΔE to the lowest compared entry with this formula, charge and spin	5.7641	eV
SMILES	O=N[C@H]1C=CCC(c2ccccc2)=C1
highest occupied orbital energy	-8.351	eV

(2)
Below is 3 unconnected molecules or ions with the total composition C12H12ClF2NO9P in a non-equilibrium geometry, with properties calculated with ωB97M-V/def2-TZVPD.

```
38
Properties=species:S:1:pos:R:3:forces:R:3
O -1.25630 -1.45605 1.40334 -0.49 0.43 0.02
C -1.51691 -1.83110 0.30168 0.48 -0.48 -0.18
O -0.67521 -2.59019 -0.43551 -0.50 0.69 -0.92
P 0.80645 -1.77423 -0.83003 1.47 -0.20 0.60
O 0.28037 -0.28385 -1.20069 -0.83 -0.40 0.00
Cl 1.21527 -2.51161 -2.71020 -0.66 0.10 0.33
C -2.80311 -1.49399 -0.42877 -0.26 0.55 0.19
C -3.34050 -0.19934 -0.30344 0.53 -1.12 0.05
C -4.49908 0.08579 -0.97175 0.07 0.76 0.25
N -5.09849 -0.83019 -1.74969 0.18 0.32 0.32
C -4.60980 -2.06861 -1.88611 -0.13 -0.22 -0.12
C -3.46299 -2.42589 -1.21886 0.23 -0.25 -0.01
H 0.66456 0.35516 -0.58362 0.31 0.02 -0.16
H -2.83212 0.52062 0.32093 -0.21 0.16 -0.04
H -4.94771 1.06653 -0.88048 -0.19 -0.12 -0.22
H -5.94996 -0.54596 -2.21909 -0.01 -0.21 -0.12
H -5.15158 -2.74500 -2.53222 -0.02 0.03 0.04
H -3.08067 -3.43329 -1.31722 0.03 0.06 -0.08
C -1.11058 2.47006 2.16425 -0.38 -0.15 0.38
C 0.08554 3.39159 2.15609 0.25 -0.21 -0.41
O -0.21062 4.26244 1.07974 -0.22 0.06 0.36
C -1.56875 4.33651 0.97920 -0.06 0.14 -0.20
O -2.16262 5.15026 0.36389 0.00 -0.09 -0.06
O -2.15053 3.33010 1.69231 0.15 -0.06 -0.01
F 1.23011 2.71915 1.87921 -0.03 0.05 -0.03
H -1.00811 1.62587 1.47825 0.33 0.07 -0.03
H -1.34409 2.08510 3.15398 -0.15 0.12 0.00
H 0.21868 3.97049 3.07079 0.11 -0.04 0.01
C 6.32131 -0.72590 0.08738 0.32 0.11 -0.08
C 5.58273 -2.04266 0.11287 0.02 -0.04 0.38
O 4.22448 -1.62588 0.07501 0.09 0.04 -0.40
C 4.19316 -0.43454 -0.57751 0.07 0.15 0.06
O 3.20707 0.06916 -1.01378 -0.16 -0.01 0.12
O 5.42707 0.09727 -0.67371 -0.11 -0.18 0.05
F 5.80497 -2.72735 1.25670 -0.09 0.02 -0.05
H 6.43916 -0.30747 1.08747 -0.09 -0.12 0.06
H 7.29472 -0.78988 -0.39071 -0.10 0.12 -0.18
H 5.78413 -2.69312 -0.73973 0.00 -0.08 0.07
```
Forces are in eV/Å.

Computed properties:
total charge	+1
frontier orbital gap	7.22	eV
highest occupied orbital energy	-12.271	eV

(3)
Below is a molecular structure, C12H12ClGaO5P, with properties calculated with ωB97M-V/def2-TZVPD.

```
32
Properties=species:S:1:pos:R:3:forces:R:3
O -2.48371 0.37820 3.08250 0.01 -0.12 0.41
P -3.83069 -0.06491 2.17365 0.08 0.12 -0.16
Cl -5.17760 1.39099 2.93222 -0.13 -0.01 0.07
Ga -3.24591 0.80128 -0.00526 -0.11 -0.04 -0.15
H -2.53894 1.28461 3.40664 0.08 0.03 -0.30
H -4.02118 -0.15426 -1.03697 -0.05 0.02 0.00
H -3.57146 2.34894 -0.21308 0.01 -0.03 0.10
H -1.69050 0.45610 0.02152 0.07 -0.06 -0.05
C 1.71216 1.27543 -1.55895 -0.10 0.16 0.10
C 2.71612 1.21448 -2.43028 -0.03 0.01 0.02
C 3.13202 2.41261 -3.19015 0.00 0.05 -0.01
O 4.04569 2.38284 -3.99208 0.01 -0.03 0.00
C 2.39416 3.68033 -2.94169 0.01 0.05 -0.02
C 1.39183 3.75102 -2.07061 0.00 -0.02 -0.04
C 0.97454 2.54824 -1.30656 0.10 -0.41 -0.06
O 0.07573 2.56870 -0.50214 0.01 0.39 0.13
H 1.37406 0.43726 -0.96001 0.10 -0.01 -0.12
H 3.27212 0.30544 -2.62191 -0.01 -0.01 0.00
H 2.73116 4.53296 -3.51850 0.00 0.00 0.00
H 0.83923 4.66157 -1.87587 0.00 0.00 0.00
C -0.91264 -2.39081 2.10761 -0.04 0.02 0.05
C -0.05499 -1.60197 1.46093 -0.03 0.00 0.00
C 1.07636 -2.16670 0.69130 0.05 0.04 -0.01
O 1.87241 -1.46040 0.09928 -0.05 -0.08 0.06
C 1.22834 -3.64352 0.66042 -0.04 -0.03 0.03
C 0.37620 -4.42849 1.31069 0.01 -0.01 -0.02
C -0.76117 -3.86214 2.08943 0.06 -0.06 -0.05
O -1.51734 -4.60495 2.67979 -0.01 0.02 0.04
H -1.75641 -1.99361 2.66225 0.07 -0.01 -0.02
H -0.16875 -0.52564 1.44483 -0.05 0.03 0.00
H 2.06378 -4.02497 0.08658 0.00 0.01 0.00
H 0.45540 -5.50862 1.31441 0.00 0.00 0.00
```
Forces are in eV/Å.

Computed properties:
total charge	-1
frontier orbital gap	4.71	eV
highest occupied orbital energy	-3.816	eV

(4)
Below is a molecular structure, C12H12INO4S2Ti, with properties calculated with ωB97M-V/def2-TZVPD.

```
33
Properties=species:S:1:pos:R:3:forces:R:3
Ti 1.04923 -0.70992 1.40749 0.01 0.13 -0.06
C 3.86302 2.18341 2.16133 -0.03 -0.01 -0.01
C 3.12911 0.88362 2.37073 -0.01 0.01 -0.02
S 3.25754 -0.21620 0.99722 0.08 -0.08 -0.02
C 2.39442 0.60332 3.47655 -0.05 -0.02 -0.02
C 2.24112 1.53346 4.65214 0.00 0.00 -0.01
S 1.43805 -0.87195 3.64418 0.02 -0.17 0.27
H 4.84771 1.98309 1.73662 0.00 0.00 0.00
H 3.98826 2.75715 3.07650 0.00 0.00 0.00
H 3.31692 2.80426 1.44792 0.00 0.00 0.00
H 3.02433 2.28657 4.70031 0.00 0.00 0.00
H 2.26256 0.95450 5.57657 0.01 0.00 0.00
H 1.27744 2.04425 4.60626 0.00 0.00 0.01
O -0.36640 -2.10679 1.40802 0.02 0.03 0.05
C 0.08859 -2.60961 0.28434 -0.02 0.15 0.21
O 1.17040 -1.98491 -0.10241 0.02 -0.05 -0.25
C -0.52379 -3.66242 -0.41226 0.07 0.05 -0.01
C 0.02159 -4.13162 -1.63955 -0.01 -0.03 -0.01
C -0.57898 -5.14479 -2.32664 -0.02 -0.01 0.00
C -1.75610 -5.73811 -1.81577 0.04 0.11 0.06
C -2.30968 -5.28652 -0.59537 0.00 -0.02 -0.03
C -1.70713 -4.27240 0.08857 0.00 -0.02 -0.02
N -2.37762 -6.77732 -2.52221 -0.02 -0.16 -0.03
O -1.87394 -7.16281 -3.59068 -0.01 0.04 0.02
O -3.40805 -7.28995 -2.05375 0.01 0.04 -0.01
H 0.92262 -3.66819 -2.01853 0.00 0.00 0.01
H -0.17780 -5.51078 -3.25945 0.00 0.00 0.00
H -3.20751 -5.76014 -0.22851 0.00 0.00 0.00
H -2.11854 -3.91519 1.02279 -0.01 0.00 0.00
I 0.03311 2.77667 1.80229 -0.03 0.00 -0.05
C -0.11285 0.91990 0.75286 -0.07 0.06 -0.09
H 0.15434 1.15332 -0.27832 0.00 0.00 0.00
H -1.17177 0.66619 0.78566 0.01 -0.05 0.02
```
Forces are in eV/Å.

Computed properties:
total charge	-1
frontier orbital gap (alpha / beta)	5.17 / 7.75	eV
ΔE to the lowest compared entry with this formula, charge and spin	0.0000	eV
spin multiplicity	2
highest occupied orbital energy (alpha / beta)	-3.110 / -5.750	eV

(5)
Below is a single C12H12N2 molecule in a non-equilibrium geometry, with properties calculated with ωB97M-V/def2-TZVPD.

```
26
Properties=species:S:1:pos:R:3:forces:R:3
C 0.17255 2.75827 0.22998 -1.17 1.87 -1.49
N 0.04482 1.39067 -0.06271 -1.55 -0.53 -0.97
C 1.04031 0.50680 0.00660 3.54 -2.02 -0.90
C 2.37002 0.69974 -0.46206 -1.13 -2.27 1.55
C 3.30504 -0.37900 -0.37668 0.09 3.07 -0.83
C 2.87013 -1.57602 0.05643 0.75 -3.81 -0.04
C 1.50627 -1.87249 0.36364 2.88 3.31 -0.75
C 0.67193 -0.79991 0.39087 0.15 0.93 0.10
C -0.73785 -0.83071 0.72754 -1.54 3.15 2.19
C -1.51165 -1.77257 -0.03564 1.37 -2.76 0.22
C -2.74088 -1.46960 -0.37633 -2.81 -1.54 -1.93
C -3.25496 -0.11006 -0.30990 -1.47 0.33 -1.22
C -2.40527 0.90984 -0.13063 -0.09 1.93 -0.60
N -1.16946 0.77391 0.44957 1.33 -3.10 1.04
H -0.68625 3.21841 -0.29425 0.54 0.40 0.10
H -0.02415 2.92462 1.23615 -0.13 0.40 2.27
H 1.07823 3.33394 -0.04518 -0.29 -1.11 -0.21
H 2.59903 1.62419 -0.85277 0.84 1.86 -0.82
H 4.37082 -0.19411 -0.72307 -1.53 -0.40 0.58
H 3.65540 -2.40619 0.01263 -1.42 0.97 0.29
H 1.17680 -2.81967 0.53488 -0.69 -2.51 0.69
H -0.97989 -1.00330 1.83581 0.57 0.50 -1.23
H -0.91492 -2.77975 -0.06271 -1.85 1.69 -0.56
H -3.45073 -2.20847 -0.92826 1.52 1.16 1.13
H -4.27853 0.12680 -0.77108 1.68 -0.47 1.02
H -2.70683 1.95465 -0.41283 0.39 -1.05 0.38
```
Forces are in eV/Å.

Computed properties:
frontier orbital gap	8.00	eV
ΔE to the lowest compared entry with this formula, charge and spin	4.3726	eV
SMILES	CN1c2ccccc2[C@@H]2C=CC=CN21
highest occupied orbital energy	-7.184	eV

(6)
Below is a gas-phase ion, C12H12N2P (charge +1) in a non-equilibrium geometry, with properties calculated with ωB97M-V/def2-TZVPD.

```
27
Properties=species:S:1:pos:R:3:forces:R:3
C -2.23627 1.88205 -1.87591 -0.27 2.34 3.23
C -1.81358 1.63934 -0.34511 -0.77 0.80 -0.11
C -3.01072 2.11642 0.45165 -2.76 -1.18 -1.62
P -2.94052 3.76308 0.90320 -0.19 -1.46 0.26
C -1.07487 3.78330 0.84925 0.81 -2.75 -1.41
N -0.77726 2.63565 0.19731 0.14 -0.99 -0.65
C 0.49250 1.88723 -0.02220 -0.88 1.63 -0.44
N 0.12998 0.46494 -0.11388 -0.64 0.48 0.67
C 1.05488 -0.50898 0.33548 1.13 -1.92 -0.29
C 2.08855 -0.84968 -0.54589 -2.40 2.37 -1.71
C 3.01402 -1.75301 -0.21909 1.87 -1.00 0.97
C 3.02441 -2.33577 1.01586 -1.36 0.08 1.27
C 1.92467 -2.08298 1.83515 0.07 -2.39 2.86
C 0.90678 -1.21009 1.55066 1.03 1.39 -2.16
C -1.11412 0.27706 -0.32128 -1.86 -0.29 2.11
H -1.79491 2.85470 -2.04782 -0.43 0.49 -0.37
H -3.31783 1.89839 -1.92117 0.08 -0.07 -0.42
H -1.77025 1.24525 -2.50667 1.14 -2.37 -2.12
H -3.99642 1.48640 0.17571 2.11 1.71 1.16
H 0.91242 2.20913 -0.96783 0.50 -0.04 -0.04
H 1.11136 2.01913 0.81283 1.25 0.24 0.89
H 2.03928 -0.37698 -1.55460 0.38 -0.39 0.86
H 3.85567 -2.00472 -0.78617 0.82 -0.01 -1.51
H 3.82990 -2.96209 1.37600 -0.13 -0.12 -0.23
H 1.80825 -2.70539 2.80062 0.41 1.27 -1.52
H 0.15182 -0.93248 2.22560 -0.97 -0.04 0.86
H -1.58149 -0.79307 -0.22696 0.91 2.22 -0.56
```
Forces are in eV/Å.

Computed properties:
total charge	+1
frontier orbital gap	7.51	eV
ΔE to the lowest compared entry with this formula, charge and spin	4.0243	eV
SMILES	C[C@]12C=P#CN1C[N+](c1ccccc1)=C2
highest occupied orbital energy	-12.213	eV

(7)
Below is a single C12H12N4O5S2 molecule in a non-equilibrium geometry, with properties calculated with ωB97M-V/def2-TZVPD.

```
35
Properties=species:S:1:pos:R:3:forces:R:3
C -3.68040 -2.69801 -1.91595 -0.35 -0.47 -0.06
H -3.79703 -3.13224 -2.90827 0.00 0.03 0.09
H -4.65407 -2.38361 -1.53779 0.09 -0.03 -0.05
H -3.24867 -3.43832 -1.24103 -0.04 0.06 -0.07
O -2.81353 -1.59605 -2.10335 0.17 0.24 0.00
C -2.42952 -0.79581 -1.09682 0.18 0.28 0.17
C -1.58162 0.24176 -1.49520 -0.16 -0.16 0.23
C -1.06023 1.15559 -0.59963 -0.42 0.20 0.53
C -1.42811 1.04105 0.73975 -0.48 -0.89 -1.14
C -2.28223 0.02764 1.16272 0.16 0.22 0.08
C -2.79143 -0.90039 0.27185 0.09 0.03 -0.19
O -3.62219 -1.90990 0.64647 0.17 0.13 -0.33
C -3.99067 -2.01560 2.00456 -0.08 -0.04 0.22
H -4.52775 -1.12579 2.34429 0.03 -0.02 -0.01
H -4.65198 -2.87878 2.05537 0.04 0.07 0.06
H -3.11987 -2.18723 2.64328 -0.02 0.02 -0.02
H -2.52190 -0.00652 2.21333 -0.04 -0.05 0.02
N -0.89017 1.94548 1.70245 0.31 0.42 0.56
O -1.32993 1.90883 2.83210 -0.07 0.05 0.25
O -0.00128 2.68954 1.32944 0.04 0.09 0.18
C -0.25432 2.31878 -1.10250 0.18 -0.15 -0.26
O -0.77650 3.33717 -1.47916 -0.12 0.07 -0.03
N 1.09948 2.12710 -1.23772 -0.05 0.73 -0.46
C 1.89656 1.11273 -0.80666 -0.04 -1.25 0.60
N 3.17626 1.14566 -0.95384 -0.79 1.73 -0.74
N 3.80995 0.07951 -0.49290 0.85 -1.31 0.56
C 3.03194 -0.80654 0.02105 -0.62 0.27 -0.06
S 3.54931 -2.30178 0.70337 0.23 -0.52 0.24
C 5.33697 -2.11204 0.46234 -0.38 0.10 -0.02
H 5.79922 -3.00858 0.86181 0.00 -0.07 0.03
H 5.67206 -1.23017 0.99773 0.11 0.02 -0.01
H 5.54040 -2.00863 -0.59808 0.11 0.01 -0.02
S 1.32016 -0.36703 -0.02589 0.99 0.28 -0.24
H 1.61032 2.93370 -1.58424 -0.11 -0.10 0.02
H -1.34031 0.30483 -2.54437 0.03 0.01 -0.13
```
Forces are in eV/Å.

Computed properties:
frontier orbital gap	7.66	eV
ΔE to the lowest compared entry with this formula, charge and spin	1.9687	eV
highest occupied orbital energy	-8.374	eV